24
Properties=species:S:1:pos:R:3 method="wB97M-V/def2-TZVPD" max_force_ev_per_a=1.943 molar_mass_g_mol=120.2 e_above_lowest_kcal_mol=76.4 e_lumo_ev=0.89 homo_lumo_gap_ev=8.425
C 1.03380 -0.92453 0.51211
C -0.82142 -2.50799 1.21446
C -1.30149 -0.12174 1.28312
C 1.10601 -1.22355 -0.97489
N -0.52804 -1.18926 0.64661
O 1.36590 0.35722 0.89479
H 1.15467 0.98423 0.16036
H 1.52325 -1.61744 1.20486
H -0.27055 -3.26094 0.65237
H -0.53539 -2.56294 2.26953
H -1.88863 -2.71571 1.13008
H -1.03093 -0.00867 2.33667
H -1.10169 0.81950 0.77793
H -2.36409 -0.35573 1.20851
H -0.32712 -1.26383 -0.68487
H 1.76713 -0.54859 -1.51855
H 1.48103 -2.23456 -1.15309
C -0.27854 3.02875 -1.26227
N 0.73572 1.97801 -1.35747
H 1.55269 2.30592 -1.86093
H 0.38009 1.15027 -1.83430
H 0.09587 3.83653 -0.63131
H -1.17139 2.62089 -0.78496
H -0.57686 3.45415 -2.22878